This record from OMol25 describes a molecular structure, C27H33ClGaN2O5 in a non-equilibrium geometry. The level of theory is ωB97M-V/def2-TZVPD.

Summary:
Net charge: -1
Frontier orbital gap, eV: 3.348
Multiplicity: 1

```
69
Properties=species:S:1:pos:R:3:forces:R:3:lowdin_charge:R:1
Ga -1.115507 -0.292756 -0.055634 4.35 1.02 1.27 0.2067
Cl -3.349145 -0.881341 0.805401 -3.24 -1.60 3.20 0.4042
N -0.351889 1.662726 -0.326713 -0.71 1.37 0.16 0.0901
N -0.443851 -2.217813 -0.133895 -0.12 -1.06 0.58 0.0898
C -1.014961 2.486512 -1.113412 -0.41 -1.93 0.80 -0.3511
C -0.781424 -3.064578 -1.072675 -1.07 1.60 0.22 -0.3361
C 1.013322 2.218025 -0.158638 -0.78 -0.36 -0.09 -0.5139
C 0.790727 3.681915 -0.556115 -0.65 0.36 -0.54 -0.0389
C 1.934511 1.500266 -1.139878 0.07 0.09 -0.05 -0.0097
C 1.438694 2.008791 1.275380 0.47 0.35 0.08 -0.0219
H 1.547370 1.579800 -2.163195 0.04 -0.07 0.16 0.0963
H 1.999944 0.442341 -0.872837 -0.02 0.17 -0.13 0.0638
H 2.929211 1.948622 -1.093785 0.16 -0.03 -0.06 0.0815
H 0.685453 2.423706 1.954365 0.26 -0.01 -0.10 0.0938
H 2.408321 2.491517 1.458358 -0.11 -0.10 0.10 0.0977
H 1.524384 0.936367 1.477281 0.04 0.44 0.01 0.0553
C 0.592799 -2.854075 0.702452 -0.36 0.61 -0.29 -0.5221
C 0.900585 -4.143592 -0.055429 -0.27 -0.54 -0.94 -0.0505
C -0.040209 -3.111260 2.060816 0.13 -0.05 0.24 -0.0197
C 1.799014 -1.929027 0.723644 0.09 -0.08 0.23 -0.0281
H 2.138342 -1.775994 -0.310611 0.00 0.02 0.33 0.0935
H 2.600401 -2.382294 1.316623 0.11 0.14 -0.02 0.0907
H 1.511660 -0.966524 1.165002 0.18 -0.32 -0.13 0.0438
H -0.932257 -3.738165 1.914296 0.28 0.09 0.17 0.0991
H -0.362994 -2.158263 2.499778 0.12 -0.36 -0.09 0.0653
H 0.679397 -3.612115 2.723931 -0.22 0.02 0.02 0.0885
O -0.065375 -4.171383 -1.169006 1.05 -1.05 0.50 0.0295
H 0.740935 -5.065930 0.516269 0.04 0.26 -0.01 0.1260
H 1.900119 -4.165279 -0.508343 -0.19 0.07 0.17 0.1262
O -0.458606 3.659577 -1.358569 1.50 1.00 -0.08 0.0133
H 1.560286 4.127646 -1.206802 -0.20 -0.27 0.36 0.1293
H 0.589274 4.332235 0.304372 0.11 -0.13 -0.09 0.1275
C -2.213326 1.997003 -1.850778 0.68 0.80 0.24 -0.0647
C -1.847604 -2.725391 -2.051001 0.65 -0.58 0.49 -0.0629
C -1.307330 -1.481703 -2.640510 0.49 -0.07 -1.84 -0.2291
H -2.770178 -2.464183 -1.503734 0.04 -0.33 -0.19 0.1061
H -1.994172 -3.502692 -2.804969 -0.07 -0.06 0.33 0.1194
C -1.332854 -0.300884 -1.862718 -0.75 -0.30 -0.61 -0.1771
C -1.584078 0.876846 -2.592585 0.44 0.45 -1.67 -0.2361
H -2.689486 -0.439780 -0.279892 -1.11 0.69 -2.96 -0.2390
C -1.051468 0.987237 -3.884078 -1.27 -0.30 1.20 -0.2603
C -0.666192 -0.181218 -4.534342 1.10 0.40 -0.74 -0.0641
C -0.940140 2.318579 -4.530444 -0.01 0.26 -0.49 -0.0589
C -0.765182 -1.426263 -3.923036 -1.33 -0.11 1.14 -0.2590
H -0.352509 -0.119083 -5.572978 0.25 0.00 0.03 0.0860
C -0.418312 -2.679717 -4.639624 -0.09 -0.19 -0.29 -0.0626
H 0.207481 -2.445856 -5.486262 0.33 0.01 -0.36 0.0636
H -1.292986 -3.193918 -5.031169 -0.23 -0.19 -0.05 0.0749
H 0.117854 -3.367104 -3.991673 0.10 -0.19 0.02 0.0703
H -1.906774 2.751017 -4.787282 -0.18 0.11 0.04 0.0761
H -0.382126 2.217868 -5.454595 0.14 0.08 -0.26 0.0646
H -0.413407 3.028775 -3.893904 0.00 0.11 0.01 0.0672
H -2.649544 2.741239 -2.524361 0.04 0.11 0.38 0.1212
H -2.934814 1.581489 -1.117944 -0.02 0.16 -0.27 0.1126
O -1.417374 2.331421 5.111852 -0.29 0.15 -0.80 0.0475
C -0.208196 1.802504 4.912741 0.54 -0.49 0.47 -0.2825
C 0.839642 2.204940 5.766515 0.36 -0.78 -0.80 -0.0159
C 2.080356 1.561641 5.665164 -0.92 0.22 0.01 -0.0929
C 2.218637 0.418965 4.858528 -0.07 0.20 0.15 -0.1035
C 1.178221 0.022758 4.015054 0.13 0.15 -0.01 -0.0322
C 0.009286 0.802047 3.928065 -0.45 0.26 0.67 -0.0751
C -1.052773 0.673944 2.862304 -0.09 -1.15 -1.18 -0.4909
O -2.188666 1.187591 2.981113 1.45 -0.28 0.03 0.0181
O -0.624449 -0.007134 1.825895 -0.42 0.31 1.01 -0.1127
H -1.978959 1.979408 4.334510 0.15 0.21 0.44 0.0791
H 0.626498 2.987965 6.477330 0.16 0.16 0.03 0.1049
H 2.908991 1.959532 6.247725 -0.06 -0.34 -0.01 0.0936
H 3.147071 -0.147024 4.917776 -0.24 0.04 -0.17 0.0916
H 1.280307 -0.920447 3.450902 -0.11 0.85 0.05 0.1029
```
Forces are in eV/Å.

***

This record from OMol25 describes a molecular structure, C27H33Co2O7Si in a non-equilibrium geometry. The level of theory is ωB97M-V/def2-TZVPD.

Summary:
Net charge: -1
Frontier orbital gap, eV: 6.251
Multiplicity: 1

```
70
Properties=species:S:1:pos:R:3:forces:R:3:nbo_charge:R:1
C 2.381958 -0.181926 2.586465 0.23 0.27 0.13 -0.6061
C 1.919229 -0.533878 1.174437 -0.37 -0.53 -0.40 -0.7455
C 1.340448 0.690973 0.478141 0.08 0.39 0.08 -0.6028
Si 0.599454 -1.879463 1.200063 -0.06 0.77 0.58 2.1249
C -0.227370 -2.152673 -0.464315 -0.01 0.31 0.34 -0.7482
C -1.152103 -3.374753 -0.413646 -0.11 0.12 -0.24 -0.6071
C 0.825591 -2.263642 -1.572539 -0.20 -0.04 -0.16 -0.6046
C 1.400848 -3.490167 1.770259 -0.52 0.06 -0.17 -0.7464
C 1.058122 -3.790265 3.230412 0.13 -0.34 0.02 -0.5943
C 2.909115 -3.564545 1.509384 -0.05 -0.23 0.00 -0.5980
O -0.529357 -1.336024 2.332914 0.67 -0.30 -0.59 -0.9091
C -1.855831 -1.034310 2.346155 -0.63 -1.11 1.40 0.3618
C -2.324904 0.196649 1.663259 -0.29 0.25 -0.16 -0.6847
C -2.681386 -1.750556 3.150378 0.77 0.53 -1.19 -0.5281
H 3.240163 0.505513 2.521583 -0.16 -0.12 0.14 0.2009
H 1.584841 0.341199 3.136874 0.20 -0.25 -0.12 0.2302
H 2.697299 -1.060064 3.168503 -0.11 0.23 -0.10 0.1954
H 2.761131 -0.939496 0.588901 -0.05 0.18 0.14 0.2124
H 2.060084 1.523302 0.500480 -0.18 -0.08 -0.09 0.2073
H 1.056971 0.509897 -0.568922 0.05 0.08 0.30 0.2043
H 0.450241 1.031391 1.025904 0.21 -0.06 -0.19 0.2135
H -0.847719 -1.256247 -0.644106 0.17 -0.25 -0.06 0.2355
H -1.646371 -3.487476 -1.386669 -0.01 -0.14 0.11 0.2000
H -0.591439 -4.295906 -0.207706 -0.18 0.15 -0.09 0.1934
H -1.933706 -3.259951 0.348339 0.17 -0.05 -0.09 0.2266
H 0.317896 -2.437175 -2.530335 0.20 -0.03 0.02 0.2024
H 1.418330 -1.346153 -1.670010 -0.07 -0.22 0.04 0.2157
H 1.512335 -3.103859 -1.395838 -0.12 0.13 -0.05 0.1961
H 0.908935 -4.252082 1.139898 0.26 0.01 0.27 0.2133
H 1.556540 -4.724225 3.522070 -0.09 0.08 0.15 0.1898
H 1.403770 -2.993687 3.903852 -0.17 -0.18 -0.13 0.2094
H -0.022839 -3.926853 3.358523 0.25 0.14 0.09 0.2164
H 3.235171 -4.603214 1.653325 0.12 0.15 0.01 0.1974
H 3.174121 -3.275142 0.484617 -0.01 -0.02 0.21 0.2051
H 3.471450 -2.934895 2.209693 -0.09 -0.07 -0.19 0.2069
H -3.398491 0.081671 1.494993 0.15 0.10 -0.16 0.2203
H -2.225406 1.062148 2.335103 0.15 -0.23 -0.38 0.2658
H -1.826838 0.429174 0.712388 -0.04 -0.16 0.27 0.2152
H -3.718314 -1.450666 3.164633 -0.08 -0.18 0.23 0.1980
H -2.321759 -2.602991 3.716853 -0.10 0.16 -0.01 0.1972
O -0.758340 2.865418 -0.516702 0.48 0.36 1.48 -0.5796
C -0.815645 3.135811 0.615835 -1.62 -0.46 -1.38 0.5160
Co -1.063869 3.744008 2.230400 0.26 0.83 1.72 -0.0383
C -0.734572 2.612209 3.563350 0.03 -2.41 0.95 0.4381
O -0.532503 1.834196 4.402381 -0.04 1.23 -0.98 -0.5555
C 0.236701 4.869051 2.291163 1.72 2.14 -0.13 0.4379
O 1.085368 5.656364 2.259484 -0.38 -0.67 0.03 -0.5686
C -2.751998 4.720941 1.908680 -0.55 -2.31 -2.14 -0.3109
C -2.847968 5.308195 0.575624 -0.80 0.54 -0.66 0.0314
C -1.895071 6.248927 0.124300 -0.34 -0.19 -0.09 -0.2273
C -1.866452 6.651759 -1.211039 -0.03 -0.06 0.48 -0.2069
C -2.821157 6.157640 -2.099523 -0.08 -0.04 -0.32 -0.2444
C -3.836867 5.309739 -1.651612 0.10 0.08 0.15 -0.2150
C -3.866495 4.901010 -0.316261 0.36 0.13 0.03 -0.2398
C -3.527813 3.796479 2.667264 -1.43 -1.57 -3.16 -0.1205
C -4.212277 2.639747 2.586692 -0.33 1.08 0.14 -0.5900
Co -2.936634 5.148147 3.636769 1.69 2.03 3.61 -0.0927
C -1.881491 6.564517 3.550436 1.38 2.21 -0.14 0.5741
O -1.252791 7.526489 3.421117 -0.96 -1.61 0.17 -0.5279
C -2.465305 4.297610 5.147864 0.77 -0.53 2.19 0.5570
O -2.108727 3.852998 6.154546 -0.76 0.59 -1.83 -0.5176
C -4.354799 6.154976 4.140055 -1.09 0.60 0.01 0.5961
O -5.166470 6.900758 4.482451 1.15 -1.15 -0.44 -0.5148
H -1.166334 6.629957 0.841145 -0.10 -0.16 -0.32 0.2163
H -1.085932 7.345054 -1.543579 -0.35 -0.27 0.05 0.2046
H -2.768155 6.429524 -3.156978 -0.07 -0.03 0.32 0.1990
H -4.603909 4.957517 -2.349890 0.29 0.13 0.26 0.2018
H -4.666130 4.247973 0.047750 0.38 0.14 -0.10 0.2165
H -4.734148 2.273603 3.474040 0.19 -0.25 -0.34 0.1934
H -4.351629 2.156449 1.612327 0.00 0.07 0.47 0.1871
```
Forces are in eV/Å.

***

This record from OMol25 describes 6 unconnected molecules or ions with the total composition C27H33F15IN2O12 in a non-equilibrium geometry. The level of theory is ωB97M-V/def2-TZVPD.

Summary:
Net charge: +1
Frontier orbital gap, eV: 7.813
Multiplicity: 1

```
90
Properties=species:S:1:pos:R:3:forces:R:3:lowdin_charge:R:1
C 1.888085 -0.861488 1.580458 -0.61 -0.74 -0.20 0.0399
C 1.127182 -2.035636 1.022771 0.69 0.07 -1.16 -0.4825
O 1.148531 -2.333752 -0.146162 -0.55 0.07 1.02 0.1380
O 0.426062 -2.765799 1.967506 -0.27 0.76 -0.13 -0.0005
C -0.792303 -3.267764 1.482248 -0.26 -0.77 -0.24 -0.1228
C -1.893822 -2.251854 1.431125 0.25 -0.06 0.04 -0.1051
C -3.109064 -2.518588 0.854947 0.14 0.38 0.22 0.0657
C -4.031637 -1.485552 0.877323 -0.12 -0.81 -0.34 -0.1056
N -3.730459 -0.310146 1.398310 -0.63 0.87 0.19 -0.4985
I -5.137763 1.222943 1.337792 0.38 -0.24 0.00 1.1709
N -2.583231 0.006655 1.967739 -0.23 -0.81 -0.38 0.0870
C -1.714804 -0.981033 1.977295 0.63 0.41 0.35 -0.0301
H 1.928264 -0.111451 0.803428 0.03 0.20 -0.11 0.0954
H 1.419670 -0.483933 2.479709 0.21 0.10 0.25 0.0842
H 2.891306 -1.206483 1.769439 0.28 0.01 0.25 0.0774
H -0.694762 -3.699807 0.487902 0.23 0.01 -0.18 0.1455
H -1.111699 -4.083688 2.125734 0.08 -0.06 0.27 0.1577
H -3.331632 -3.471351 0.406690 -0.20 -0.12 -0.11 0.1476
H -5.014313 -1.627758 0.463733 -0.22 0.26 -0.06 0.1211
H -0.777914 -0.771327 2.462131 0.12 0.25 0.12 0.1253
C -2.468564 5.292609 -3.817107 -0.30 -0.08 -0.04 -0.0484
C -2.332258 5.014885 -2.336321 0.34 0.32 -0.35 -0.1847
O -3.634449 5.008564 -1.700839 -0.08 0.02 0.24 0.0448
C -4.327474 3.892228 -1.772463 0.45 0.23 -0.21 -0.4195
O -4.006090 2.868667 -2.300852 -0.14 -0.24 0.14 0.1603
C -5.661731 4.076354 -1.029745 -0.47 0.13 -0.09 -0.5685
F -6.213827 5.254046 -1.276577 0.06 0.08 0.05 0.1965
F -5.463878 3.978162 0.308544 0.06 0.15 0.10 0.0302
F -6.537449 3.131614 -1.356969 0.07 -0.21 -0.06 0.1514
H -3.018616 6.219093 -3.981569 0.09 0.06 0.03 0.0881
H -1.486365 5.379770 -4.277351 0.03 0.01 0.03 0.0771
H -3.015931 4.493442 -4.317351 0.09 -0.06 0.01 0.0851
H -1.771240 5.810983 -1.851629 -0.22 0.06 0.14 0.1320
H -1.814829 4.085313 -2.143708 -0.24 -0.24 0.09 0.0983
C 8.045591 -0.946531 5.801551 -0.26 0.19 -0.03 -0.0564
C 8.172212 -1.398805 4.363785 0.45 -0.22 0.39 -0.1869
O 6.956457 -1.134634 3.628603 -0.13 -0.05 -0.17 0.0355
C 6.825586 0.087417 3.143926 0.31 -0.29 0.24 -0.4092
O 7.595719 0.991143 3.248404 -0.07 0.26 -0.11 0.1845
C 5.512727 0.186006 2.352491 -0.34 0.13 -0.23 -0.5386
F 4.490263 -0.406091 2.991718 0.19 0.00 0.21 0.1415
F 5.631906 -0.408789 1.157359 0.10 -0.09 -0.01 0.1657
F 5.168855 1.451137 2.137979 0.07 0.13 0.04 0.1704
H 7.177566 -1.408905 6.272155 0.06 -0.09 0.01 0.0835
H 8.937495 -1.220592 6.362512 0.02 -0.02 -0.02 0.0864
H 7.916693 0.133903 5.862937 0.10 0.01 -0.02 0.0801
H 8.315960 -2.475449 4.313564 -0.20 -0.02 -0.11 0.1267
H 9.019351 -0.929347 3.867172 -0.13 0.15 -0.09 0.1271
C -3.452054 -1.113779 5.053781 0.11 -0.04 0.15 -0.0536
C -4.388742 -2.302930 5.114279 -0.14 0.38 -0.28 -0.1985
O -3.751472 -3.425301 5.736395 0.01 -0.19 -0.06 0.0270
C -3.777524 -3.438891 7.070083 -0.13 0.15 -0.26 -0.3893
O -4.271912 -2.611731 7.768668 0.00 0.05 0.20 0.1893
C -3.102203 -4.718392 7.587627 0.20 -0.22 0.16 -0.5588
F -1.973976 -4.971983 6.914793 0.04 0.03 -0.07 0.1656
F -3.922641 -5.760400 7.429275 -0.10 -0.02 -0.08 0.1779
F -2.806180 -4.605657 8.871351 -0.03 0.09 0.09 0.1904
H -2.519063 -1.388236 4.559844 -0.02 -0.03 -0.03 0.0647
H -3.913689 -0.288977 4.507242 -0.02 -0.01 0.04 0.0668
H -3.196245 -0.763249 6.052481 -0.10 0.04 0.01 0.0893
H -4.652010 -2.635454 4.109736 0.07 -0.17 0.04 0.1152
H -5.315679 -2.055028 5.629020 0.06 -0.05 0.16 0.1307
C 4.155431 3.898511 -1.076500 -0.22 0.17 -0.16 -0.0518
C 3.693026 2.520298 -1.493932 0.48 0.01 0.39 -0.1915
O 2.377036 2.572969 -2.088645 -0.20 -0.12 -0.07 0.0311
C 2.353347 2.888264 -3.375877 0.25 -0.06 0.39 -0.4020
O 3.295055 3.124144 -4.065739 -0.02 0.07 -0.32 0.1876
C 0.909189 2.874698 -3.901158 -0.51 0.09 -0.22 -0.5269
F 0.048119 3.464413 -3.052947 0.32 -0.08 0.09 0.1460
F 0.483667 1.617552 -4.087252 0.19 0.04 0.30 0.1544
F 0.817248 3.509412 -5.060561 0.15 0.05 -0.09 0.1835
H 3.427209 4.360495 -0.408827 0.04 -0.06 0.08 0.0843
H 5.112841 3.836193 -0.562724 0.02 -0.04 0.02 0.0859
H 4.268532 4.551048 -1.941728 0.08 -0.05 -0.02 0.0817
H 3.599248 1.871050 -0.626303 -0.21 -0.02 -0.01 0.1108
H 4.395494 2.051248 -2.180424 -0.11 0.05 -0.16 0.1288
C -0.330438 -0.354974 -6.108931 -0.34 -0.42 -0.10 -0.0613
C 0.128093 -0.981342 -7.407618 0.26 0.44 0.15 -0.1868
O -0.351368 -2.334388 -7.525454 0.03 -0.17 -0.10 0.0342
C -1.585257 -2.474307 -7.987705 0.31 0.28 0.07 -0.4039
O -2.327976 -1.597350 -8.308675 -0.24 -0.03 -0.05 0.1744
C -1.929657 -3.968185 -8.096019 -0.12 -0.28 0.02 -0.5558
F -1.520186 -4.641904 -7.014890 0.03 0.01 0.07 0.1630
F -1.332844 -4.501450 -9.165543 0.08 0.03 -0.07 0.1752
F -3.239070 -4.142902 -8.218498 -0.10 0.07 -0.01 0.1769
H -0.028673 -0.970640 -5.260339 0.12 0.05 -0.01 0.0854
H 0.095382 0.631612 -6.000973 0.08 0.12 -0.09 0.0573
H -1.417455 -0.269800 -6.084011 0.01 0.07 -0.06 0.0843
H 1.213384 -1.050094 -7.435379 -0.01 -0.21 0.00 0.1276
H -0.185372 -0.392943 -8.268259 -0.17 -0.12 -0.03 0.1275
```
Forces are in eV/Å.

***

Energy above the lowest of the compared OMol25 structures with the same formula, charge and spin values (in kcal/mol) by entry order: 60.2; 16.8; 0.0.